Record 1
Computed, not measured: a cluster of 3 separate species, C4H16N3O in total at a distorted geometry, with ωB97M-V/def2-TZVPD.

E ... -10911.803 eV
Net charge ... +1
E_HOMO ... -13.444 eV
Energy above the lowest of the compared OMol25 structures with the same formula, charge and spin ... 777.1 kJ/mol

Each atom is followed by the atoms it is bonded to, with distances in Å.
Element x y z (Å)
1 N 0.18 -1.14 0.63  C2 1.446, H8 1.115, H10 1.033
2 C -0.59 -0.02 0.11  N1 1.446, C3 1.525, C6 1.554, H11 1.106
3 C 0.16 0.66 -1.02  C2 1.525, C4 1.515, H12 1.095, H13 1.096
4 C 1.55 1.04 -0.55  C3 1.515, N5 1.455, H14 1.096, H15 1.093
5 N 1.48 2.11 0.44  C4 1.455, H16 1.038, H17 1.022
6 C -2.09 -0.35 -0.18  C2 1.554, N7 1.439, H18 1.106, H19 1.090
7 N -2.95 -0.29 0.97  C6 1.439, H20 1.012, H21 1.014
8 H 1.00 -0.60 1.15  N1 1.115
9 H 1.20 0.37 2.26  no bonds
10 H -0.22 -1.38 1.55  N1 1.033
11 H -0.76 0.79 0.84  C2 1.106
12 H 0.23 0.08 -1.95  C3 1.095
13 H -0.42 1.52 -1.36  C3 1.096
14 H 2.17 0.20 -0.23  C4 1.096
15 H 2.03 1.47 -1.43  C4 1.093
16 H 1.07 1.81 1.34  N5 1.038
17 H 2.41 2.52 0.60  N5 1.022
18 H -2.29 -1.34 -0.63  C6 1.106
19 H -2.46 0.28 -0.99  C6 1.090
20 H -3.16 -1.14 1.47  N7 1.012
21 H -2.53 0.25 1.72  N7 1.014
22 H 1.60 -3.00 -1.77  O24 0.953
23 H 0.88 -1.79 -1.11  O24 0.978
24 O 1.49 -2.06 -1.83  H22 0.953, H23 0.978



Record 2
Computed, not measured: a cluster of 3 separate species, C4H16N4 in total at a distorted geometry, with ωB97M-V/def2-TZVPD.

E ... -10363.616 eV
E_HOMO (spin up / spin down) ... -7.859 / -7.860 eV
Energy above the lowest of the compared OMol25 structures with the same formula, charge and spin ... 420.0 kJ/mol

Each atom is followed by the atoms it is bonded to, with distances in Å.
Element x y z (Å)
1 C 0.10 -1.33 -1.79  N4 1.439, H11 1.096, H13 1.103, H14 1.099
2 C 0.06 -1.75 0.56  N4 1.444, H12 1.099, H15 1.102, H16 1.092
3 N 2.34 -0.18 -0.18  N5 1.360, N6 1.341
4 N 0.49 -0.84 -0.49  C1 1.439, C2 1.444
5 N 1.82 0.91 0.46  N3 1.360, H8 1.014, H9 1.068
6 N 2.77 0.19 -1.40  N3 1.341, H7 1.010, H10 1.021
7 H 3.09 -0.61 -1.93  N6 1.010
8 H 1.77 0.69 1.45  N5 1.014
9 H 0.83 0.94 0.08  N5 1.068
10 H 2.16 0.82 -1.93  N6 1.021
11 H 0.52 -0.70 -2.58  C1 1.096
12 H 0.43 -2.77 0.40  C2 1.099
13 H 0.41 -2.37 -1.96  C1 1.103
14 H -0.99 -1.29 -1.92  C1 1.099
15 H -1.04 -1.80 0.63  C2 1.102
16 H 0.44 -1.40 1.52  C2 1.092
17 C -2.24 1.27 0.47  C18 1.527, H20 1.091, H21 1.091, H22 1.091
18 C -1.56 1.61 1.79  C17 1.527, H19 1.091, H23 1.091, H24 1.092
19 H -0.67 2.22 1.63  C18 1.091
20 H -3.14 0.66 0.64  C17 1.091
21 H -2.55 2.17 -0.06  C17 1.091
22 H -1.57 0.70 -0.17  C17 1.091
23 H -1.24 0.70 2.31  C18 1.091
24 H -2.23 2.16 2.46  C18 1.092